Entry 1:
Entry from OMol25: C17H42BF4N6O5Rb as an isolated structure (ωB97M-V/def2-TZVPD).

Calculated values
2S+1   2
⟨S²⟩   0.7543
Energy   -1825.9996 a.u.
HOMO level (spin up / spin down)   -10.6 / -10.6 eV
Kohn-Sham gap (spin up / spin down)   0.285 / 0.126 Ha
Total charge   +1
E_LUMO (spin up / spin down)   -2.9 / -7.2 eV

Cartesian coordinates (Å):
Rb 4.46 5.15 -22.10
F 6.98 4.11 -22.49
F 7.71 3.17 -24.38
F 6.51 5.11 -24.52
F 5.58 3.16 -23.95
O 0.79 6.13 -26.50
O 9.46 9.04 -21.07
O 3.03 6.57 -20.00
O 1.88 4.16 -22.00
O 5.30 4.20 -19.41
N 1.18 6.77 -21.21
N 6.30 7.21 -20.02
N 1.77 8.35 -19.87
N 2.05 6.07 -27.18
N 0.87 2.35 -22.91
N 0.22 3.05 -21.10
C 4.39 6.85 -27.46
C 1.15 3.20 -21.94
C 2.60 8.42 -26.72
C 6.86 6.09 -19.24
C 3.73 4.65 -28.38
C 8.56 7.94 -21.00
C 10.69 8.66 -21.69
C 2.03 7.20 -20.31
C 3.07 6.92 -26.56
C 2.48 3.73 -26.47
C 3.33 6.71 -25.03
C 4.89 5.43 -27.70
C 5.80 5.22 -18.50
C 1.27 4.22 -28.61
C 2.36 4.70 -27.62
C 4.42 3.32 -18.71
C 7.31 8.27 -20.17
B 6.71 3.93 -23.82
H 5.18 7.42 -26.97
H 10.52 8.64 -22.76
H 1.60 3.86 -25.83
H 4.94 2.72 -17.96
H 11.50 9.34 -21.42
H 3.65 5.05 -29.39
H 4.11 7.36 -24.61
H 11.11 7.71 -21.37
H 1.59 8.62 -26.37
H -0.45 2.29 -21.12
H 6.21 4.83 -17.56
H 0.42 7.35 -21.55
H 3.91 2.60 -19.35
H 0.36 3.97 -28.06
H 0.84 8.73 -20.02
H 2.56 8.73 -27.76
H 0.29 6.65 -27.14
H 7.59 8.77 -19.25
H 1.10 4.94 -29.42
H 5.46 7.52 -19.55
H 5.21 4.87 -26.83
H -0.04 1.95 -23.10
H 7.61 6.47 -18.55
H 1.56 3.26 -29.04
H 0.24 3.60 -20.26
H 3.69 5.71 -24.81
H 6.75 9.07 -20.66
H 1.52 2.42 -23.67
H 5.02 5.88 -18.13
H 3.32 9.10 -26.26
H 8.21 7.77 -22.02
H 4.01 3.60 -28.47
H 7.43 5.40 -19.87
H 2.51 2.66 -26.69
H 5.79 5.55 -28.31
H 3.28 3.83 -25.74
H 2.53 8.80 -19.39
H 4.30 7.36 -28.43
H 2.38 6.71 -24.51
H 3.65 3.87 -18.16
H 1.37 5.81 -21.45
H 9.02 7.06 -20.55

Atomic partial charges in e from the Mulliken method, atoms 1 to 6:
1 Rb 0.842
2 F -0.220
3 F -0.317
4 F -0.309
5 F -0.311
6 O -0.324


Entry 2:
Entry from OMol25: a 3-piece molecular cluster, C4H10NS2 overall (ωB97M-V/def2-TZVPD).

Calculated values
2S+1   1
Energy   -1008.9984 a.u.
HOMO level   -12.1 eV
Kohn-Sham gap   0.143 Ha
Energy above the lowest of the compared OMol25 structures with the same formula, charge and spin   167.94 kcal/mol
Total charge   +1
E_LUMO   -8.2 eV

Cartesian coordinates (Å):
S -0.56 1.24 2.94
S 1.89 1.06 0.49
N 0.13 -0.56 -2.05
C -1.44 1.15 -1.45
C -0.45 -0.54 2.99
C 1.29 -1.11 -2.06
C -0.18 0.79 -1.69
H -1.72 2.18 -1.29
H 2.16 -0.52 -1.79
H -0.61 -1.25 -2.18
H 0.31 -0.88 3.69
H 0.91 1.02 -0.57
H -1.41 -0.93 3.34
H -2.21 0.38 -1.50
H -0.26 -0.92 1.99
H 0.83 1.06 1.37
H 1.32 -2.17 -2.23

Atomic partial charges in e from the Mulliken method, atoms 1 to 6:
1 S 0.139
2 S -0.031
3 N -0.043
4 C -0.471
5 C -0.646
6 C -0.146


Entry 3:
Entry from OMol25: one molecule with the formula C6H10N2O5 (ωB97M-V/def2-TZVPD).

Calculated values
2S+1   1
SMILES   N[C@@H](CC(=O)O)C(=O)NCC(=O)O
Energy   -720.4092 a.u.
HOMO level   -9.8 eV
Kohn-Sham gap   0.370 Ha
Energy above the lowest of the compared OMol25 structures with the same formula, charge and spin   16.03 kcal/mol
Total charge   0
E_LUMO   0.2 eV

Cartesian coordinates (Å):
O -3.96 -1.31 -0.45
O 1.84 -1.74 -0.56
O -0.75 1.44 0.83
O -3.32 0.79 0.18
O 3.81 -1.26 0.52
N -0.57 -0.53 -0.22
N 1.30 2.59 -0.50
C -3.09 -0.53 -0.03
C -1.74 -1.11 0.42
C -0.13 0.71 0.10
C 2.40 0.54 0.14
C 1.18 1.16 -0.55
C 2.61 -0.95 -0.03
H 0.54 2.99 -1.08
H 2.37 0.77 1.21
H -1.74 -2.17 0.13
H 0.10 -1.13 -0.70
H -2.43 1.16 0.48
H 3.26 1.07 -0.27
H 1.17 0.80 -1.56
H -1.68 -1.00 1.52
H 3.91 -2.22 0.51
H 1.02 2.89 0.40

Atomic partial charges in e from the Mulliken method, atoms 1 to 6:
1 O -0.585
2 O -0.644
3 O -0.788
4 O -0.505
5 O -0.429
6 N -0.153


Entry 4:
Entry from OMol25: one molecule with the formula C5H6O3 (ωB97M-V/def2-TZVPD).

Calculated values
2S+1   1
SMILES   OC1[C@@H]2OC=CO[C@@H]12
Energy   -419.5304 a.u.
HOMO level   -8.9 eV
Kohn-Sham gap   0.357 Ha
Energy above the lowest of the compared OMol25 structures with the same formula, charge and spin   193.90 kcal/mol
Total charge   0
E_LUMO   0.9 eV

Cartesian coordinates (Å):
O 0.28 1.04 -1.51
O -0.05 -1.38 0.42
O 0.89 0.77 2.42
C -0.15 0.94 1.42
C 0.06 -0.16 -1.85
C -0.67 -0.14 0.60
C 0.40 0.83 0.02
C -0.10 -1.24 -1.06
H -0.32 -2.24 -1.65
H -0.44 -0.68 -2.96
H 1.25 0.34 0.27
H -0.95 1.73 1.65
H -1.65 -0.01 -0.09
H 1.45 0.21 2.31

Atomic partial charges in e from the Mulliken method, atoms 1 to 6:
1 O -0.347
2 O -0.375
3 O -0.430
4 C 0.001
5 C 0.180
6 C -0.047